(1)
Here is 10 unconnected molecules or ions with the total composition C30H48O30 from the OMol25 dataset. Energies are from the ωB97M-V functional and the def2-TZVPD basis.

```
108
Properties=species:S:1:pos:R:3:forces:R:3
C 0.0338 -1.2965 -6.1969 -0.1 0.4 -0.9
O -0.3660 -1.7146 -4.9068 0.7 -0.4 0.2
C -1.6067 -1.4116 -4.5673 0.1 -0.4 0.4
O -2.3632 -0.7604 -5.2176 -0.7 0.5 -0.4
O -1.8506 -1.9730 -3.3799 0.4 0.4 0.2
C -3.1013 -1.6708 -2.8221 -2.0 -0.1 0.4
H -0.3235 -1.9823 -6.9693 -0.1 -0.1 0.2
H 1.1180 -1.2763 -6.2357 0.1 -0.1 0.2
H -0.3622 -0.3077 -6.4349 0.1 0.0 0.1
H -3.8364 -2.4413 -3.0763 0.2 -0.1 -0.2
H -3.5559 -0.7295 -3.1304 0.4 0.1 -0.5
H -3.0941 -1.6144 -1.7368 0.8 -0.3 0.1
C -1.8515 0.8028 -1.0459 -0.2 0.3 0.4
O -0.4197 0.7370 -1.0324 -0.3 -0.2 -0.6
C 0.1838 0.6521 0.1368 0.5 0.2 0.2
O -0.3162 0.7414 1.2285 -0.4 -0.3 0.3
O 1.4736 0.4604 -0.1138 0.2 -0.3 -0.3
C 2.3964 0.2101 0.9616 -0.1 0.3 -0.6
H -2.1968 0.6322 -2.0557 0.4 0.0 -0.2
H -2.2003 1.7921 -0.7555 0.1 0.0 0.2
H -2.2753 0.0367 -0.3982 0.0 0.1 0.2
H 3.0906 -0.5160 0.5462 0.1 -0.1 0.2
H 1.8777 -0.1669 1.8346 0.0 0.0 0.2
H 2.9050 1.1499 1.1571 0.0 0.0 0.3
C 8.1133 -2.4932 3.4769 -0.6 -0.9 0.7
O 6.7193 -2.4583 3.1033 0.3 0.8 0.1
C 6.2625 -3.4098 2.2978 -0.1 0.0 1.1
O 6.8844 -4.3431 1.9029 0.8 -0.9 -0.8
O 4.9618 -3.2242 2.1232 -0.4 0.4 0.0
C 4.3359 -4.2023 1.3014 0.1 -0.4 -0.7
H 8.7287 -1.8971 2.8143 0.0 0.0 -0.1
H 8.4450 -3.5324 3.5372 0.1 0.1 -0.5
H 8.1387 -2.1453 4.5087 0.0 0.5 -0.2
H 3.3157 -3.8843 1.1257 -0.1 0.1 0.1
H 4.3601 -5.2009 1.7397 0.0 0.2 0.3
H 4.8509 -4.2766 0.3436 0.0 0.1 0.0
C -5.9806 1.2684 -0.4155 -0.3 1.4 0.5
O -6.2190 -0.0526 -0.8589 -0.1 0.0 -0.4
C -5.5099 -1.0128 -0.2930 -0.3 0.1 -0.3
O -4.6505 -0.8901 0.5347 0.5 0.2 0.5
O -5.9170 -2.1637 -0.8119 -0.4 -0.3 -0.3
C -5.2410 -3.3135 -0.3460 1.3 -0.4 0.3
H -6.3518 1.4061 0.6019 0.3 -0.2 0.1
H -6.5635 1.9697 -1.0108 -0.2 -0.5 -0.4
H -4.9629 1.6362 -0.5141 0.2 -0.6 0.1
H -5.2685 -3.4159 0.7401 -0.3 0.1 0.0
H -4.1744 -3.2700 -0.6054 -0.2 0.1 0.0
H -5.6463 -4.1975 -0.8215 -0.4 0.1 -0.1
O -2.1412 3.5887 1.1754 0.5 0.3 -0.5
C -2.7054 2.8783 1.9212 -0.8 -0.2 1.3
O -2.1848 2.3707 3.0795 0.1 -0.2 -0.4
C -3.0588 1.3847 3.6064 -1.0 0.2 0.3
C -4.4045 1.6934 2.9104 0.3 -0.3 0.1
O -4.0244 2.5460 1.8357 0.2 -0.2 -0.3
H -2.6985 0.3752 3.4130 0.2 0.1 -0.2
H -3.1940 1.5325 4.6781 0.4 0.0 0.0
H -5.1113 2.2137 3.5588 0.2 0.2 0.0
H -4.8918 0.7944 2.5346 0.1 0.1 -0.2
O 0.4871 -3.9546 -1.5440 0.1 -0.1 -0.9
C 0.1171 -3.6975 -0.4553 -0.3 -0.1 0.6
O 0.9394 -3.3130 0.5345 0.0 0.3 0.8
C 0.2210 -3.2547 1.7690 -0.2 -0.3 0.7
C -1.2530 -3.4569 1.3640 0.9 0.0 0.4
O -1.1590 -3.7923 -0.0144 -0.3 0.2 -0.3
H 0.5633 -4.0359 2.4556 0.1 -0.1 -0.4
H 0.3673 -2.3199 2.3010 0.2 0.3 -0.4
H -1.8028 -2.5403 1.5600 -0.4 0.0 -0.5
H -1.6905 -4.2947 1.8975 -0.2 0.0 0.0
O 2.4004 4.7230 1.9009 0.3 0.3 -0.8
C 1.8831 4.0970 2.7508 0.4 -0.5 1.0
O 2.0105 2.7436 2.9037 -0.3 0.2 -0.2
C 1.1249 2.2885 3.9152 -1.1 -0.1 0.0
C 0.4783 3.5741 4.4556 0.9 0.0 0.7
O 1.1870 4.6246 3.7751 -0.8 -0.4 0.0
H 0.3623 1.6458 3.4683 0.2 0.0 -0.2
H 1.6177 1.7319 4.7108 0.5 0.1 -0.2
H 0.6920 3.6482 5.5245 -0.1 0.3 -0.1
H -0.5925 3.6520 4.3076 0.0 0.1 -0.4
O 4.7412 3.1884 4.1659 0.0 0.0 -0.6
C 5.1360 2.5123 3.2645 0.1 -0.2 0.4
O 5.5285 2.9259 2.0426 -0.2 -0.1 0.4
C 6.0504 1.8227 1.2909 0.2 -0.8 0.7
C 6.0201 0.6394 2.3074 0.1 0.3 -0.8
O 5.2746 1.1635 3.3850 -0.2 0.1 0.3
H 5.4308 1.6022 0.4279 0.1 0.3 -0.1
H 7.0783 2.0582 1.0337 -0.1 0.1 -0.4
H 7.0138 0.3432 2.6442 0.0 0.2 0.1
H 5.5394 -0.2545 1.9199 -0.2 0.0 0.0
O -3.8788 2.6213 -2.5425 0.6 -0.6 0.8
C -4.6390 3.2169 -3.2148 -0.2 0.9 -0.7
O -4.3237 4.3413 -3.8981 -0.1 -0.2 -0.3
C -5.3821 4.6959 -4.8019 -0.3 -0.2 1.0
C -6.5161 3.7099 -4.4211 0.8 0.0 0.1
O -5.9253 2.8912 -3.3986 -0.4 -0.1 -0.2
H -5.6961 5.7030 -4.5377 0.2 0.2 -0.4
H -5.0156 4.6083 -5.8179 -0.1 0.1 -0.1
H -6.7915 3.0394 -5.2281 -0.3 0.1 -0.1
H -7.3553 4.2386 -3.9852 -0.3 -0.1 -0.1
O 5.2683 0.5025 -1.6601 0.1 0.1 0.1
C 4.3705 -0.1090 -2.1433 -0.5 -0.3 -0.5
O 3.5002 0.3784 -3.0612 0.2 -0.1 0.3
C 2.4161 -0.5498 -3.2078 -0.2 -0.4 0.5
C 3.0344 -1.8701 -2.7227 0.0 0.7 -0.6
O 4.0892 -1.4058 -1.8667 0.0 0.2 0.3
H 1.5864 -0.2463 -2.5661 0.1 0.1 0.0
H 2.0747 -0.5648 -4.2358 0.2 0.0 -0.1
H 3.4971 -2.4004 -3.5573 -0.1 -0.2 0.1
H 2.3441 -2.4985 -2.1717 0.1 -0.1 0.0
```
Forces are in eV/Å.

Summary:
SMILES string: COC(=O)OC.COC(=O)OC.COC(=O)OC.COC(=O)OC.O=C1OCCO1.O=C1OCCO1.O=C1OCCO1.O=C1OCCO1.O=C1OCCO1.O=C1OCCO1
2S+1: 1
Largest force on an atom: 2.06 eV/A
Orbital gap: 10.42 eV
E: -93313.89931 eV
Charge: 0

***

(2)
Here is a molecular structure, C30H49AsN6O2RuS2Si2 from the OMol25 dataset. Energies are from the ωB97M-V functional and the def2-TZVPD basis.

```
93
Properties=species:S:1:pos:R:3:forces:R:3
Ru -0.0717 -0.8817 -0.0307 -0.7 -0.8 -0.3
C 5.1484 1.3568 -1.1661 -0.3 -0.1 0.0
N 3.7149 1.0124 -1.2331 0.1 0.2 -0.2
C 3.0001 1.6511 -2.3532 0.2 -0.1 0.2
C 3.1794 0.0218 -0.5245 -0.4 -0.2 -0.2
S 1.8599 -0.8925 -1.2536 0.9 0.2 -0.1
N 3.6617 -0.2842 0.6790 0.2 -0.1 0.3
C 3.4193 -1.5722 1.3296 0.1 0.2 -0.1
C 4.2662 0.7211 1.5669 -0.1 -0.2 -0.1
H 5.5366 1.3439 -2.1831 0.0 0.0 0.0
H 5.6904 0.6201 -0.5857 0.0 -0.1 0.0
H 5.3053 2.3489 -0.7469 0.0 0.0 0.0
H 3.4081 2.6529 -2.4695 0.0 0.0 0.0
H 1.9395 1.7235 -2.1395 0.0 0.0 0.0
H 3.1485 1.0949 -3.2778 0.0 0.0 0.0
H 3.2343 -2.3430 0.5885 0.0 0.0 -0.1
H 2.5692 -1.5032 2.0065 -0.1 0.0 0.1
H 4.3085 -1.8328 1.9014 0.0 0.0 0.0
H 4.0786 1.7195 1.1888 0.0 0.0 0.0
H 5.3362 0.5648 1.6893 0.0 0.0 0.0
H 3.7880 0.6261 2.5409 0.0 0.0 0.0
C -1.7500 3.3387 0.4189 0.0 -0.1 0.2
N -1.5707 2.6446 1.6876 -0.1 0.4 -0.1
C -2.4750 2.9176 2.8220 0.1 0.0 0.0
C -2.0407 1.8825 3.8779 0.1 0.0 -0.2
N -0.8569 1.2865 3.2335 -0.1 0.0 0.2
C -0.7018 1.7113 1.9901 0.0 -0.1 -0.2
S 0.5825 1.1478 0.9297 0.1 -0.5 0.3
H -2.7695 3.1790 0.0641 0.0 0.0 0.0
H -1.0467 2.9526 -0.3105 0.1 0.0 0.0
H -1.5819 4.4061 0.5530 0.0 0.0 0.0
H -3.5014 2.7666 2.4985 0.0 0.0 0.0
H -2.3478 3.9487 3.1495 0.1 0.0 0.0
H -2.8036 1.1250 4.0321 0.0 0.0 0.0
H -1.7742 2.3346 4.8278 0.1 0.0 0.0
H -0.3330 0.5133 3.6021 0.0 0.0 0.0
C 2.0021 -4.4428 -1.6518 0.3 0.0 -0.3
Si 0.8614 -4.9361 -0.3034 0.3 0.3 0.1
C -0.6596 -5.7199 -0.9682 -0.5 0.0 -0.1
C 1.6696 -5.8756 1.0519 0.2 -0.3 0.3
As 0.0366 -2.9923 0.9229 -0.3 1.3 -0.8
Si -2.0253 -3.6523 2.0128 0.4 0.2 0.2
C -1.6060 -5.1882 2.9370 0.1 -0.3 0.2
C -3.2256 -3.9122 0.6378 -0.2 0.0 -0.3
C -2.3886 -2.2905 3.1906 -0.1 0.4 0.2
H 1.8732 -5.1467 -2.4817 0.1 0.0 0.1
H 3.0470 -4.4819 -1.3336 -0.1 0.1 0.0
H 1.7911 -3.4454 -2.0332 0.0 0.0 -0.1
H -0.3547 -6.6221 -1.5114 0.0 0.1 0.0
H -1.1704 -5.0561 -1.6712 0.0 -0.1 0.0
H -1.3660 -6.0149 -0.1915 0.0 -0.1 -0.1
H 1.8594 -6.9042 0.7237 0.0 0.1 0.1
H 1.0426 -5.9220 1.9450 0.1 -0.1 0.0
H 2.6264 -5.4237 1.3268 -0.1 -0.1 0.0
H -1.3793 -6.0336 2.2846 0.0 0.0 0.0
H -2.4651 -5.4690 3.5584 0.1 0.0 -0.1
H -0.7560 -5.0262 3.6054 -0.1 0.0 0.0
H -3.4657 -4.9752 0.5560 0.0 0.1 0.0
H -2.8333 -3.5845 -0.3281 -0.1 0.0 0.0
H -4.1482 -3.3597 0.8340 0.0 0.0 0.0
H -1.5538 -2.1988 3.8917 -0.1 0.0 0.0
H -3.2895 -2.5222 3.7692 0.1 0.0 0.0
H -2.5384 -1.3308 2.6894 0.0 -0.1 0.1
O -1.3466 -1.4844 -1.7793 0.4 0.3 0.4
C -2.3276 -0.9446 -1.1892 -0.4 -0.1 0.4
N -3.5738 -0.6851 -1.5795 0.2 -0.2 -0.2
C -4.3423 -0.0578 -0.4919 0.0 0.0 0.1
C -3.2406 0.0181 0.6054 0.2 0.0 -0.7
O -3.3635 0.5412 1.6870 -0.1 -0.2 0.1
N -2.1032 -0.5539 0.0856 -0.6 0.3 0.9
C -4.7818 1.3658 -0.8463 0.1 -0.1 0.0
C -5.5500 2.0870 0.0643 -0.1 0.0 0.1
C -5.9155 3.3956 -0.2143 0.0 0.0 0.0
C -5.5248 3.9972 -1.4075 0.0 0.0 0.1
C -4.7688 3.2796 -2.3189 0.0 -0.1 0.0
C -4.3944 1.9675 -2.0373 0.0 0.1 0.0
C -5.5138 -0.9458 -0.0562 0.0 0.1 -0.1
C -5.8366 -1.1570 1.2795 0.0 -0.1 0.0
C -6.9217 -1.9625 1.6176 0.0 0.0 0.0
C -7.6883 -2.5606 0.6287 0.0 0.0 0.0
C -7.3798 -2.3349 -0.7083 0.0 0.0 0.0
C -6.3045 -1.5271 -1.0445 0.0 0.0 -0.1
H -3.9494 -0.9788 -2.4663 0.0 0.0 0.0
H -5.8713 1.6222 0.9894 0.0 0.0 -0.1
H -6.5252 3.9438 0.4938 0.0 0.0 0.0
H -5.8203 5.0162 -1.6269 0.0 -0.1 0.0
H -4.4714 3.7333 -3.2563 0.0 0.0 0.0
H -3.7953 1.4251 -2.7571 0.0 0.0 0.0
H -5.2520 -0.6922 2.0634 0.0 0.0 0.0
H -7.1688 -2.1152 2.6614 0.0 0.0 0.0
H -8.5300 -3.1882 0.8937 0.0 0.0 0.0
H -7.9845 -2.7789 -1.4900 0.0 0.0 0.0
H -6.1026 -1.3397 -2.0954 0.0 0.0 0.1
```
Forces are in eV/Å.

Summary:
2S+1: 1
Largest force on an atom: 1.57 eV/A
Orbital gap (alpha / beta): 5.76 / 5.80 eV
E: -145778.01147 eV
Charge: +2